Here is 11 unconnected molecules or ions with the total composition C42H92N2O22S4 at a distorted geometry from the OMol25 dataset. Energies are from ωB97M-V/def2-TZVPD.

```
162
C42H92N2O22S4 ωB97M-V/def2-TZVPD
C -0.2604 4.0126 5.6980
C -1.5869 3.4424 5.1605
O -2.6066 4.3650 5.5350
S -4.0884 4.2391 5.0278
C -4.1081 5.4555 3.7120
O -4.3404 2.9468 4.4402
O -4.9003 4.7776 6.0678
H -0.2025 3.8425 6.8021
H -0.2188 5.0761 5.5317
H 0.5970 3.4651 5.1546
H -1.5227 3.3645 4.0581
H -1.8348 2.4253 5.4617
H -3.7598 5.0410 2.8252
H -3.5512 6.3108 4.1017
H -5.1184 5.7359 3.4987
C 3.6320 -1.7817 -5.4375
C 2.2861 -1.9730 -4.7943
O 2.0916 -3.3552 -4.4026
S 0.7939 -3.8428 -3.7654
C -0.4016 -3.8844 -5.0877
O 0.9628 -5.1331 -3.2213
O 0.4089 -2.8538 -2.8333
H 3.6401 -2.2003 -6.4277
H 4.4543 -2.2174 -4.8502
H 3.9114 -0.7460 -5.5952
H 2.1702 -1.3843 -3.8763
H 1.4957 -1.6972 -5.4679
H -0.4332 -2.8215 -5.4276
H -1.3750 -4.1209 -4.7055
H -0.0599 -4.4813 -5.8807
C -1.2361 -0.1855 -4.8862
C -2.2795 0.8672 -4.9232
O -1.8354 2.0061 -5.7896
S -1.6231 3.4596 -5.1867
C 0.1507 3.4080 -4.9021
O -1.9929 4.3096 -6.2823
O -2.2078 3.6543 -3.9093
H -0.2819 0.0180 -4.3626
H -0.9704 -0.3799 -5.9313
H -1.6608 -1.0944 -4.4406
H -3.1935 0.4948 -5.3027
H -2.5119 1.3667 -3.9817
H 0.5702 3.2328 -5.9061
H 0.5100 2.6707 -4.1849
H 0.4728 4.4417 -4.5578
C -2.6360 1.8824 1.6542
C -2.8881 0.6252 2.5515
O -2.3413 0.8919 3.9166
S -2.3787 -0.2731 4.9736
C -3.8904 -0.0438 5.8461
O -2.3919 -1.5155 4.3178
O -1.3427 0.0870 5.8435
H -1.5642 2.0121 1.7669
H -3.1757 2.6980 2.0655
H -2.9257 1.6102 0.6461
H -3.9693 0.4871 2.7096
H -2.3650 -0.2466 2.1785
H -3.7257 -0.7521 6.6907
H -4.7735 -0.1783 5.2244
H -3.8077 1.0185 6.1927
C 0.9799 0.3262 0.4902
C 0.7073 1.7422 0.4243
C 0.3986 2.2778 -0.8144
N 0.1905 1.5793 -1.9241
C 0.4803 0.3083 -1.8482
C 0.8537 -0.3357 -0.6668
H 1.1598 -0.0788 1.4628
H 0.7040 2.3463 1.3409
H 0.3257 3.3789 -0.8948
H 0.4025 -0.3375 -2.7088
H 1.0294 -1.4307 -0.7407
C -4.7569 4.1044 -0.8637
C -4.6328 2.7546 -1.1556
C -5.3226 1.8346 -0.3491
N -6.0660 2.1465 0.7165
C -6.1237 3.4297 0.9929
C -5.5098 4.4453 0.2574
H -4.2818 4.8591 -1.4032
H -4.0733 2.3296 -1.9886
H -5.2852 0.7994 -0.6127
H -6.7710 3.7281 1.8559
H -5.6248 5.4873 0.5463
C 7.6872 3.3516 -0.3911
O 6.8555 3.2880 0.7619
C 5.6787 2.5409 0.6807
C 4.4429 3.4407 0.5565
O 4.4772 4.2843 -0.5795
C 4.0235 3.6399 -1.7296
H 7.7782 2.3854 -0.8748
H 8.6584 3.6294 0.0127
H 7.2804 4.2148 -1.0400
H 5.6436 2.0198 1.6740
H 5.7081 1.7410 -0.0787
H 4.3606 4.1358 1.3926
H 3.5413 2.8593 0.5551
H 3.0013 3.2141 -1.5555
H 4.6642 2.7955 -2.0092
H 4.0430 4.3345 -2.5526
C 5.2748 -4.5696 -2.6229
O 5.5356 -3.2018 -2.7017
C 5.7579 -2.5762 -1.5070
C 6.1117 -1.1542 -1.6553
O 5.1242 -0.3088 -2.2135
C 3.8840 -0.2813 -1.5033
H 5.0447 -4.9484 -3.6305
H 4.4380 -4.8928 -1.9948
H 6.1662 -5.0650 -2.2807
H 6.5953 -3.1134 -0.9572
H 4.9036 -2.6653 -0.8577
H 6.9408 -1.0742 -2.3666
H 6.4619 -0.7740 -0.6868
H 3.3951 -1.2624 -1.4087
H 3.2080 0.3898 -1.9204
H 4.0074 0.0615 -0.4826
C -1.9599 -5.3459 4.2711
O -1.6918 -4.8568 2.9938
C -0.7875 -3.7754 2.8680
C -1.1311 -2.9428 1.6101
O -0.3549 -3.1631 0.4211
C -0.7949 -4.2940 -0.3206
H -1.0608 -5.4747 4.8344
H -2.4611 -6.3432 4.1884
H -2.6370 -4.6264 4.8505
H 0.1759 -4.2412 2.8864
H -0.7936 -3.1688 3.7728
H -0.9797 -1.8702 1.8555
H -2.1520 -3.2293 1.3941
H -0.1539 -4.2703 -1.2624
H -1.8965 -4.2145 -0.4448
H -0.5658 -5.2052 0.2302
C 1.1129 -1.1084 4.3148
O 1.7733 -1.4140 3.0848
C 2.6223 -2.5098 3.2665
C 3.5304 -2.7300 2.1307
O 4.3590 -1.6350 1.8424
C 5.3212 -1.2268 2.7952
H 0.2390 -0.5099 4.1503
H 1.6884 -0.5489 5.0317
H 0.7596 -2.0008 4.8260
H 2.0086 -3.4923 3.3849
H 3.1724 -2.4754 4.2149
H 2.9565 -3.0329 1.2594
H 4.1431 -3.6197 2.3684
H 6.1003 -0.6666 2.2581
H 5.6952 -2.1766 3.2573
H 4.9967 -0.4964 3.5781
C -2.6735 -0.7315 -0.8137
O -3.5303 -0.6409 -1.9648
C -4.0131 -1.8941 -2.5167
C -5.0432 -2.5339 -1.5890
O -6.0714 -1.6741 -1.0894
C -6.9140 -1.0927 -2.1243
H -2.1724 0.2254 -0.6903
H -1.8462 -1.5553 -0.9613
H -3.2299 -0.9631 0.1393
H -3.2104 -2.6078 -2.6756
H -4.4682 -1.5295 -3.4260
H -4.4780 -2.8745 -0.7040
H -5.5005 -3.4119 -1.9963
H -7.6325 -1.8356 -2.4811
H -6.2226 -0.6332 -2.8270
H -7.5152 -0.2956 -1.6742
```

Computed properties:
Structure (SMILES): CCOS(C)(=O)=O.CCOS(C)(=O)=O.CCOS(C)(=O)=O.CCOS(C)(=O)=O.c1ccncc1.c1ccncc1.COCCOC.COCCOC.COCCOC.COCCOC.COCCOC
Spin multiplicity: 1
Orbital gap in eV: 9.415
Relative energy (zero: lowest compared OMol25 entry of this formula, charge and spin) in kJ/mol: 0.0

Here is 6 unconnected molecules or ions with the total composition C42H94F6N5P at a distorted geometry from the OMol25 dataset. Energies are from ωB97M-V/def2-TZVPD.

```
148
C42H94F6N5P ωB97M-V/def2-TZVPD
C -4.4242 -2.4910 -5.5069
C -4.7204 -3.2077 -4.1727
C -5.4006 -2.3152 -3.1139
C -4.5077 -1.8690 -1.9428
N -5.1563 -0.8926 -1.0089
C -4.0153 -0.2978 -0.1198
C -3.8485 1.1333 -0.5784
C -5.2919 1.5420 -0.9233
C -5.7217 0.3252 -1.7226
C -6.1532 -1.5809 -0.1224
H -5.2513 -1.8145 -5.7237
H -4.3122 -3.2020 -6.3225
H -3.5298 -1.8657 -5.4442
H -3.7973 -3.6070 -3.7368
H -5.3340 -4.0856 -4.3589
H -6.2608 -2.9026 -2.7825
H -5.8256 -1.4313 -3.5920
H -3.6631 -1.3898 -2.4471
H -4.0873 -2.6811 -1.3524
H -4.4861 -0.2813 0.8613
H -3.0957 -0.8651 -0.1946
H -3.5707 1.8089 0.2355
H -3.0690 1.2360 -1.3299
H -5.8983 1.8820 -0.0852
H -5.2302 2.4546 -1.5220
H -6.7918 0.1746 -1.8657
H -5.3084 0.3733 -2.7270
H -6.7304 -0.7941 0.3501
H -5.6331 -2.2452 0.5629
H -6.7363 -2.2355 -0.7678
C 3.2517 3.3680 4.8388
C 3.0275 2.1236 3.9675
C 4.0504 2.1022 2.8169
C 3.7875 1.0652 1.7677
N 4.8377 0.9688 0.6731
C 4.6000 -0.3063 -0.1397
C 5.9472 -0.7518 -0.6327
C 7.0169 -0.0508 0.2690
C 6.1825 0.6308 1.3437
C 4.8354 2.1716 -0.2209
H 3.0464 4.2748 4.2741
H 4.2960 3.4196 5.1522
H 2.6777 3.2828 5.7597
H 1.9945 2.0066 3.6292
H 3.2388 1.2527 4.5987
H 5.0340 2.0988 3.2928
H 4.0349 3.1132 2.3860
H 2.8553 1.2096 1.2181
H 3.6533 0.0744 2.2048
H 3.7857 -0.1717 -0.8445
H 4.3022 -1.0314 0.6159
H 6.2124 -0.5204 -1.6640
H 6.0877 -1.8247 -0.5207
H 7.5826 0.6559 -0.3314
H 7.6964 -0.8159 0.6319
H 6.6431 1.5557 1.6905
H 5.8950 0.0772 2.2328
H 5.3826 2.9138 0.3555
H 3.8004 2.4277 -0.4273
H 5.3439 1.9445 -1.1535
C 0.3544 -5.4814 2.5105
C 0.3557 -4.8057 3.8867
C 0.7442 -3.3362 3.7430
N 0.7613 -2.5362 5.0222
C 1.2071 -1.1378 4.6920
C 1.6311 -3.1391 6.0975
C 0.6930 -3.8526 7.0699
C -0.5219 -2.9338 7.1099
C -0.6231 -2.4545 5.6648
H 1.3103 -5.2166 2.0502
H -0.3762 -5.0578 1.8166
H 0.1277 -6.5402 2.5759
H 1.0587 -5.2850 4.5673
H -0.6383 -4.9491 4.3186
H 0.1757 -2.7694 3.0060
H 1.7758 -3.3425 3.3797
H 0.7337 -0.7842 3.7772
H 2.2917 -1.1821 4.6236
H 0.9239 -0.4456 5.4826
H 2.3305 -2.4148 6.5127
H 2.3268 -3.8940 5.7198
H 1.1211 -3.9550 8.0654
H 0.4294 -4.8489 6.7220
H -0.3293 -2.0510 7.7201
H -1.4463 -3.4381 7.3756
H -1.0492 -1.4817 5.4263
H -1.2717 -3.1162 5.0864
C 1.1974 6.1111 6.8303
C 0.9036 5.7290 5.3865
C -0.4977 6.1731 4.9969
N -0.9333 5.6506 3.6605
C -0.2090 6.3760 2.5545
C -0.7621 4.1424 3.4477
C -1.8550 3.6854 2.4843
C -2.7596 4.8838 2.2438
C -2.4147 5.8215 3.3862
H 2.2617 6.0583 7.0528
H 0.7206 5.3717 7.4795
H 0.8389 7.0971 7.1238
H 1.0115 4.6503 5.3185
H 1.6767 6.1699 4.7523
H -0.5803 7.2575 4.9830
H -1.2028 5.7246 5.7003
H -0.5363 7.4108 2.6312
H -0.4196 5.9264 1.5893
H 0.8715 6.3556 2.6803
H 0.2528 3.8559 3.1943
H -0.9585 3.8099 4.4723
H -1.3732 3.2678 1.5988
H -2.4537 2.8589 2.8679
H -2.5599 5.3827 1.2971
H -3.8231 4.6835 2.3558
H -2.6998 6.8665 3.2716
H -2.8880 5.5340 4.3298
C 0.5893 -1.0063 -11.8097
C 1.0606 -1.5593 -10.4652
C -0.0582 -1.3627 -9.4128
N 0.0524 -2.2967 -8.2099
C -0.5142 -3.6222 -8.6137
C -0.6329 -1.7255 -6.9674
C -0.1329 -2.5145 -5.7787
C 1.2449 -3.0261 -6.2617
C 1.4525 -2.4599 -7.6616
H 0.7056 0.0739 -11.8287
H -0.4617 -1.2195 -12.0151
H 1.1570 -1.4904 -12.6017
H 1.8359 -0.8891 -10.0829
H 1.4065 -2.5874 -10.3965
H -0.9724 -1.7043 -9.8970
H -0.1327 -0.3535 -9.0171
H -0.3874 -4.3033 -7.7680
H 0.0878 -4.0501 -9.4082
H -1.5870 -3.5593 -8.7625
H -1.6881 -1.6729 -7.2397
H -0.3299 -0.6790 -6.9270
H -0.7491 -3.3449 -5.4334
H -0.0528 -1.9349 -4.8573
H 1.2196 -4.1188 -6.2435
H 2.0866 -2.8322 -5.5984
H 2.0903 -3.0389 -8.3195
H 1.8024 -1.4388 -7.5088
P 0.4236 -0.5355 0.1090
F 1.8056 -1.0794 0.7377
F 0.4294 -1.6331 -1.0789
F -0.3879 -1.6704 0.9718
F -0.9964 0.0411 -0.4050
F 0.2752 0.4515 1.4337
F 1.2060 0.5982 -0.7244
```

Computed properties:
Spin multiplicity: 1
Orbital gap in eV: 11.552
Charge: +4
Relative energy (zero: lowest compared OMol25 entry of this formula, charge and spin) in kJ/mol: 24.1

Here is 6 unconnected molecules or ions with the total composition C42H96BFN6O5P3 at a distorted geometry from the OMol25 dataset. Energies are from ωB97M-V/def2-TZVPD.

```
154
C42H96BFN6O5P3 ωB97M-V/def2-TZVPD
C 4.6636 -2.0077 -2.3924
C 4.0237 -3.2998 -2.0013
C 4.7802 -4.2528 -1.3365
C 4.2115 -5.4434 -0.9498
C 2.8840 -5.6865 -1.2214
C 2.0952 -4.7545 -1.8953
C 0.6834 -5.1811 -2.1891
C -0.5169 -4.2732 -1.8478
P -1.9036 -5.5073 -1.7223
N -2.1462 -6.2637 -3.0943
C -1.0624 -3.3398 -2.9781
O -1.6566 -2.2785 -2.3040
B -1.0924 -2.1302 -0.9875
P 0.2179 -0.5716 -0.7951
P 0.3245 0.4415 -2.6809
O 0.2778 -0.3871 -3.9041
O 1.6221 1.3939 -2.7546
O -0.8993 1.4660 -2.6328
C -2.1846 -1.9939 0.2183
C -2.8267 -0.6492 0.4164
F -1.5962 -2.3719 1.4320
O -0.3866 -3.4413 -0.7595
C 2.6827 -3.5617 -2.2840
H 4.0898 -1.1996 -1.9647
H 4.7312 -1.9044 -3.4697
H 5.6461 -1.9335 -1.9461
H 5.8164 -4.0560 -1.1227
H 4.8179 -6.1756 -0.4429
H 2.4437 -6.6237 -0.9271
H 0.5904 -5.4414 -3.2367
H 0.5506 -6.0872 -1.6082
H -3.0295 -4.7986 -1.2529
H -1.5499 -6.4450 -0.7267
H -2.0272 -7.2589 -2.9806
H -1.8540 -3.8028 -3.5652
H -0.3043 -3.0759 -3.7155
H 1.4917 -1.0973 -0.5327
H 2.2642 0.8887 -3.2616
H -1.5478 1.1192 -3.2549
H -2.9813 -2.7012 -0.0143
H -2.1181 0.1696 0.4756
H -3.5657 -0.4199 -0.3436
H -3.3607 -0.6585 1.3666
H 2.0868 -2.8319 -2.8065
C 5.4553 -6.5262 3.8901
C 4.2747 -5.8911 3.1702
N 2.9900 -6.3369 3.6726
C 1.8782 -5.9435 2.8185
C 1.5852 -4.4501 2.6628
C 2.7846 -6.1705 5.0985
C 2.9047 -4.7555 5.6851
H 5.3911 -7.6148 3.8566
H 6.3851 -6.2239 3.4058
H 5.5173 -6.2154 4.9339
H 4.3272 -6.1707 2.1148
H 4.3878 -4.7952 3.2045
H 0.9762 -6.4520 3.1707
H 2.0747 -6.3590 1.8247
H 1.0955 -4.0300 3.5407
H 0.9112 -4.2879 1.8184
H 2.4920 -3.8779 2.4643
H 3.4981 -6.8152 5.6195
H 1.8035 -6.5822 5.3477
H 3.7679 -4.2192 5.2880
H 3.0277 -4.8167 6.7691
H 2.0161 -4.1565 5.4961
C -6.1755 -2.0905 -0.4969
C -7.6324 -1.8330 -0.1483
N -7.7995 -0.8022 0.8603
C -9.1478 -0.7252 1.3867
C -10.2796 -0.3118 0.4354
C -7.1537 0.4665 0.5718
C -7.5453 1.2018 -0.7183
H -5.5965 -2.3312 0.3950
H -6.1013 -2.9317 -1.1870
H -5.7144 -1.2321 -0.9843
H -8.0615 -2.7560 0.2516
H -8.1836 -1.6118 -1.0774
H -9.1409 -0.0473 2.2451
H -9.3912 -1.7108 1.7967
H -10.2644 0.7560 0.2210
H -11.2450 -0.5318 0.8969
H -10.2392 -0.8536 -0.5096
H -6.0751 0.2948 0.5507
H -7.3130 1.1278 1.4274
H -7.6088 0.5259 -1.5719
H -6.7894 1.9538 -0.9535
H -8.4971 1.7234 -0.6232
C 1.1537 4.0053 -4.6154
C 2.1688 5.1229 -4.8106
N 1.8236 6.3495 -4.1168
C 2.6397 7.4826 -4.5041
C 4.1413 7.4421 -4.1870
C 1.5695 6.2026 -2.6952
C 2.6816 5.6184 -1.8131
H 0.1546 4.3266 -4.9151
H 1.4323 3.1477 -5.2284
H 1.1149 3.6556 -3.5873
H 2.2254 5.3556 -5.8782
H 3.1633 4.7441 -4.5229
H 2.2076 8.3832 -4.0577
H 2.5242 7.6098 -5.5856
H 4.3408 7.6137 -3.1301
H 4.6547 8.2307 -4.7421
H 4.5950 6.4933 -4.4734
H 0.6879 5.5734 -2.5824
H 1.2708 7.1792 -2.3025
H 3.1578 4.7530 -2.2747
H 2.2570 5.2860 -0.8639
H 3.4527 6.3527 -1.5807
C -1.3218 4.3969 -0.8611
C -2.7938 4.4596 -0.4913
N -3.0808 5.3818 0.5947
C -4.4237 5.2452 1.1244
C -5.6074 5.5782 0.2053
C -2.6070 6.7386 0.4018
C -3.1015 7.5104 -0.8310
H -0.7111 4.1473 0.0079
H -1.1721 3.6246 -1.6151
H -0.9652 5.3389 -1.2780
H -3.1039 3.4629 -0.1669
H -3.3758 4.6864 -1.3997
H -4.4972 5.8522 2.0317
H -4.5340 4.2089 1.4584
H -5.7332 6.6521 0.0713
H -6.5320 5.2007 0.6479
H -5.5053 5.1176 -0.7773
H -1.5153 6.7093 0.3661
H -2.8418 7.3102 1.3040
H -3.0859 6.8952 -1.7312
H -2.4512 8.3691 -1.0115
H -4.1114 7.8962 -0.6972
C 3.3820 -0.9745 1.4951
C 4.3412 -0.9118 2.6713
N 5.2040 0.2566 2.6452
C 6.2862 0.1928 3.6069
C 5.9342 0.1840 5.1013
C 4.5200 1.5332 2.5377
C 3.4945 1.8972 3.6208
H 3.9275 -0.9275 0.5529
H 2.8187 -1.9080 1.5122
H 2.6542 -0.1627 1.5192
H 4.9848 -1.7968 2.6381
H 3.7592 -0.9868 3.6047
H 6.9699 1.0237 3.4084
H 6.8593 -0.7144 3.3881
H 5.6304 1.1681 5.4559
H 6.8114 -0.1093 5.6829
H 5.1390 -0.5255 5.3305
H 4.0135 1.5606 1.5705
H 5.2786 2.3186 2.4784
H 2.8443 1.0574 3.8670
H 2.8569 2.7076 3.2628
H 3.9698 2.2441 4.5381
```

Computed properties:
Spin multiplicity: 1
Orbital gap in eV: 7.202
Charge: -1